i:
Here is the ion C8H16N3 with charge +1 from the Open Molecules 2025 dataset. Energies are from ωB97M-V with the def2-TZVPD basis set.

Values from the calculation:
- Charge: +1
- Orbital gap: 8.99 eV
- HOMO: -12.5 eV

```
27
Properties=species:S:1:pos:R:3:mulliken_charge:R:1
C -2.317 0.800 -1.499 -1.0033
N -2.343 0.654 -0.043 -0.1831
C -1.752 -0.356 0.499 0.0417
N -1.925 -0.810 1.752 -0.2166
C -1.040 -1.424 2.665 -0.0207
N 0.184 -1.130 2.737 -0.3998
C 0.974 -0.322 1.850 -0.3691
C 1.029 -0.526 0.511 -0.5062
C 1.987 0.344 -0.321 0.2621
C 2.842 -0.609 -1.166 -1.5726
C 1.133 1.211 -1.331 -1.5471
H -2.259 1.874 -1.594 0.3508
H -1.684 0.325 -2.207 0.4147
H -3.366 0.577 -1.658 0.3856
H -3.143 1.218 0.256 0.3182
H -1.135 -1.137 -0.044 0.5347
H -2.561 -0.241 2.314 0.2424
H -1.598 -2.095 3.367 0.3785
H 1.383 0.525 2.375 0.3500
H 0.822 -1.526 0.078 0.5607
H 2.515 0.977 0.280 0.6514
H 2.295 -1.160 -1.922 0.3984
H 3.399 -1.372 -0.602 0.3995
H 3.637 0.035 -1.640 0.3758
H 0.831 0.559 -2.057 0.3146
H 1.765 1.953 -1.751 0.4387
H 0.328 1.656 -0.849 0.4008
```


ii:
Here is the ion C8H16N3 with charge +1 from the Open Molecules 2025 dataset. Energies are from ωB97M-V with the def2-TZVPD basis set.

Values from the calculation:
- Charge: +1
- Orbital gap: 9.38 eV
- HOMO: -12.5 eV

```
27
Properties=species:S:1:pos:R:3:mulliken_charge:R:1
C -2.646 0.679 0.547 -1.4408
C -1.358 0.041 0.035 1.5132
C -1.829 -1.050 -0.899 -1.6404
C -0.343 0.944 -0.852 -1.2165
N 0.648 1.333 0.099 0.0347
C 2.083 1.167 -0.292 -0.5092
C 2.528 -0.323 -0.128 -0.7684
N 1.337 -1.255 -0.117 0.0121
C 0.627 -0.995 1.183 -0.6676
C 0.359 0.766 1.342 -0.4758
N -0.598 -0.261 1.204 -0.1525
H -3.034 1.461 -0.112 0.3197
H -2.284 1.324 1.420 0.3643
H -3.316 -0.074 0.723 0.4422
H -2.435 -0.660 -1.811 0.3225
H -2.465 -1.746 -0.309 0.4647
H -1.155 -1.771 -1.219 0.3964
H -0.075 0.498 -1.799 0.3972
H -1.011 1.690 -1.292 0.4891
H 2.796 1.599 0.415 0.3454
H 2.105 1.400 -1.366 0.4010
H 3.253 -0.729 -0.992 0.3745
H 2.950 -0.622 0.729 0.5092
H 0.816 -0.948 -0.868 0.3404
H 1.768 -2.147 -0.059 0.3379
H 0.699 -1.510 2.089 0.5131
H 0.582 1.188 2.329 0.2936
```


Least stable: ii


i:
Here is an isolated molecule of C7H7N3 from the Open Molecules 2025 dataset. Energies are from ωB97M-V with the def2-TZVPD basis set.

Values from the calculation:
- Charge: 0
- Orbital gap: 8.98 eV
- HOMO: -8.0 eV

```
17
Properties=species:S:1:pos:R:3:mulliken_charge:R:1
N -0.605 3.299 0.342 -0.6215
C -0.469 1.808 0.154 0.4459
C -0.966 1.190 -1.087 -0.3620
C -0.836 -0.131 -1.422 -0.9809
C -0.066 -0.942 -0.612 0.3138
N 0.298 -2.211 -0.563 0.2708
N 1.038 -2.572 0.500 -0.8680
C 1.222 -1.559 1.159 -0.4713
C 0.473 -0.443 0.533 0.7689
C 0.241 0.930 0.944 -0.6392
H -1.462 3.671 -0.014 0.2582
H -0.608 3.571 1.335 0.2628
H -1.799 1.667 -1.651 0.2119
H -1.348 -0.511 -2.258 0.3966
H -0.092 -2.956 -1.193 0.2345
H 1.790 -1.485 2.102 0.4009
H 0.814 1.316 1.722 0.3786
```


ii:
Here is an isolated molecule of C7H7N3 from the Open Molecules 2025 dataset. Energies are from ωB97M-V with the def2-TZVPD basis set.

Values from the calculation:
- Charge: 0
- Orbital gap: 9.98 eV
- HOMO: -9.3 eV

```
17
Properties=species:S:1:pos:R:3:mulliken_charge:R:1
C 1.226 -0.863 -2.336 0.1131
C 0.832 -1.011 -1.200 -0.8869
C 0.466 -1.017 0.214 0.0258
C 1.313 0.257 0.862 -0.6983
C 0.360 1.516 0.774 -0.3404
C -0.906 0.902 0.432 0.2656
N -2.152 1.298 0.239 -0.4244
N -2.877 0.266 -0.084 -0.5371
C -2.098 -0.765 -0.065 0.0075
N -0.835 -0.449 0.314 0.1231
H 1.705 -0.767 -3.237 0.4890
H 0.581 -2.027 0.515 0.3613
H 2.199 0.297 0.153 0.3694
H 1.612 -0.103 1.911 0.2801
H 0.826 2.223 0.133 0.2737
H 0.315 1.988 1.817 0.2353
H -2.566 -1.745 -0.443 0.3432
```


Least stable: ii


i:
Here is an isolated molecule of C2H5N3O from the Open Molecules 2025 dataset. Energies are from ωB97M-V with the def2-TZVPD basis set.

Values from the calculation:
- Charge: 0
- Orbital gap: 9.34 eV
- HOMO: -8.6 eV

```
11
Properties=species:S:1:pos:R:3:mulliken_charge:R:1
N 1.238 1.658 -0.651 -0.4542
C 0.001 1.165 -0.308 0.4672
O -0.997 1.836 -0.222 -0.4871
N 0.055 -0.215 -0.005 -0.1187
C -1.105 -0.822 0.299 -0.3564
N -0.951 -2.041 0.839 -0.3249
H 1.185 2.587 -1.039 0.2624
H 1.870 1.028 -1.123 0.2303
H 0.972 -0.614 0.215 0.2658
H -1.705 -2.091 1.500 0.3133
H -0.043 -2.428 1.124 0.2024
```


ii:
Here is a structure of composition C2H5N3O from the Open Molecules 2025 dataset. Energies are from ωB97M-V with the def2-TZVPD basis set.

Values from the calculation:
- Charge: 0
- Orbital gap: 9.08 eV
- HOMO: -8.3 eV

```
11
Properties=species:S:1:pos:R:3:mulliken_charge:R:1
C 0.338 0.228 0.339 0.1993
N -1.205 -1.082 -0.809 -0.6880
N -0.291 0.171 1.514 -0.3714
C 1.604 1.172 -0.382 0.0715
N -0.039 -0.292 -0.787 -0.1292
O 2.402 1.768 0.258 -0.4497
H -1.921 -0.572 -1.321 0.2157
H -1.004 -1.926 -1.341 0.2496
H 0.164 0.574 2.317 0.2355
H -1.058 -0.487 1.613 0.2608
H 1.012 0.444 -1.400 0.4059
```


iii:
Here is an isolated molecule of C2H5N3O from the Open Molecules 2025 dataset. Energies are from ωB97M-V with the def2-TZVPD basis set.

Values from the calculation:
- Charge: 0
- Orbital gap: 9.84 eV
- HOMO: -9.0 eV

```
11
Properties=species:S:1:pos:R:3:mulliken_charge:R:1
N 0.631 1.026 -1.216 -0.4032
N -0.608 0.366 -1.431 -0.3694
C -1.058 -0.163 -0.376 0.0260
N -0.427 -0.255 0.829 -0.3098
C 0.739 -0.951 1.092 0.0302
O 1.335 -1.071 2.089 -0.4603
H 0.713 1.682 -1.983 0.2631
H 0.718 1.485 -0.345 0.1933
H -2.042 -0.524 -0.446 0.3960
H -1.128 -0.282 1.613 0.2836
H 1.127 -1.315 0.175 0.3505
```


Least stable: ii


i:
Here is an isolated molecule of C2H5N3O from the Open Molecules 2025 dataset. Energies are from ωB97M-V with the def2-TZVPD basis set.

Values from the calculation:
- Charge: 0
- Orbital gap: 9.91 eV
- HOMO: -9.6 eV

```
11
Properties=species:S:1:pos:R:3:mulliken_charge:R:1
H -1.923 0.076 0.354 0.3071
N -1.316 -0.705 0.427 -0.8742
C -0.143 -0.478 -0.153 0.6766
N 0.798 -1.454 -0.426 -0.5017
C 0.415 0.820 -0.576 -0.0860
N 0.067 1.894 -0.073 -0.4009
O -0.580 1.882 1.119 -0.3213
H 0.526 -2.521 -0.315 0.2744
H 1.760 -1.209 -0.236 0.2323
H 1.186 0.789 -1.437 0.3501
H -0.791 0.905 1.318 0.3436
```


ii:
Here is a structure of composition C2H5N3O from the Open Molecules 2025 dataset. Energies are from ωB97M-V with the def2-TZVPD basis set.

Values from the calculation:
- Charge: 0
- Orbital gap: 9.49 eV
- HOMO: -9.1 eV

```
11
Properties=species:S:1:pos:R:3:mulliken_charge:R:1
C 0.916 0.268 -0.499 0.0927
C -1.456 -1.144 0.571 -0.2711
H -0.243 3.024 -0.019 0.3477
H 2.065 0.440 -0.516 0.2401
H 1.672 -1.623 -0.211 0.3490
H -2.038 -1.915 1.222 0.2634
H -1.691 -0.012 0.333 0.3074
N -0.021 1.155 -0.336 -0.3123
N 0.543 -1.013 -0.640 -0.2525
N -0.343 -1.673 0.275 -0.3358
O 0.595 2.492 -0.182 -0.4286
```


Least stable: ii